# C5H9N4O3S

The ion C5H9N4O3S with charge +1 at a distorted geometry (ωB97M-V with the def2-TZVPD basis set, OMol25).

Properties
ΔE to the lowest compared entry with this formula, charge and spin, kJ/mol: 107.4
2S+1: 1
Net charge: +1
Gap between HOMO and LUMO (alpha / beta), eV: 7.26 / 7.59
HOMO energy (alpha / beta), eV: -13.520 / -13.512
SMILES: C[C@@H](CN=[S@@]12=[NH+][C@]1([O-])O2)NC=[N+]=O

Each line ends with the Löwdin charge.
Cartesian coordinates (Å):
C 1.22 -2.47 0.31  -0.09
C -4.56 0.58 0.17  -0.66
C -0.73 -0.09 -0.75  -0.17
C 0.31 -0.16 0.41  -0.33
C 0.96 1.20 0.62  -0.03
N -1.82 -0.99 -0.59  -0.27
N 1.37 -1.13 0.17  0.09
N 0.09 -3.04 0.42  0.06
N -4.29 -0.25 -0.89  -0.02
O -5.32 1.45 0.34  0.21
O -3.61 0.08 1.06  -0.16
O -1.05 -2.80 0.00  0.01
S -3.19 -1.20 0.05  1.20
H 2.10 -3.07 0.48  0.16
H -1.13 0.93 -0.76  0.14
H -0.25 -0.30 -1.71  0.14
H -0.24 -0.45 1.32  0.16
H 0.22 1.93 0.93  0.10
H 1.44 1.55 -0.29  0.10
H 1.71 1.14 1.41  0.09
H 2.31 -0.77 0.25  0.15
H -4.86 -0.37 -1.71  0.14